# 1
Computed, not measured: 3 unconnected molecules or ions with the total composition C26H51N2O12P2 at a distorted geometry, with ωB97M-V/def2-TZVPD.

Last columns: bonded neighbours and bond lengths (Å).
Cartesian coordinates (Å):
1 C 8.5570 -1.4569 -1.4511  C2 1.570, H21 1.113, H22 1.124, H23 1.113
2 C 8.4627 -1.8216 -2.9754  C1 1.570, O3 1.191, O4 1.397
3 O 9.3992 -2.2792 -3.5508  C2 1.191
4 O 7.2219 -1.6244 -3.5858  C2 1.397, C5 1.456
5 C 7.3047 -0.6547 -4.6687  O4 1.456, C6 1.562, H24 1.116, H25 1.121
6 C 5.9609 -0.7661 -5.4576  C5 1.562, C7 1.567, H26 1.110, H27 1.125
7 C 4.8535 0.2551 -5.0262  C6 1.567, C8 1.582, H28 1.124, H29 1.115
8 C 4.6605 0.4271 -3.4652  C7 1.582, C9 1.543, H30 1.118, H31 1.124
9 C 3.3083 -0.0577 -2.9010  C8 1.543, C10 1.483, C14 1.485
10 C 2.4516 0.8202 -2.0671  C9 1.483, C11 1.433, H32 1.107
11 C 1.2648 0.1580 -1.6125  C10 1.433, N12 1.352, H33 1.117
12 N 0.8337 -1.0966 -1.8745  C11 1.352, N13 1.316, H34 1.027
13 N 1.5657 -1.9045 -2.6122  N12 1.316, C14 1.325
14 C 2.7116 -1.4089 -3.0570  C9 1.485, N13 1.325, C15 1.572
15 C 3.5728 -2.4327 -3.8827  C14 1.572, C16 1.568, H35 1.114, H36 1.125
16 C 3.2196 -3.9257 -3.5592  C15 1.568, O17 1.447, H37 1.111, H38 1.120
17 O 3.7658 -4.8320 -4.5469  C16 1.447, C18 1.400
18 C 5.1632 -4.7624 -4.5812  O17 1.400, C19 1.569, O20 1.192
19 C 5.7802 -4.4932 -5.9989  C18 1.569, H39 1.118, H40 1.115, H41 1.115
20 O 5.8130 -4.9396 -3.5972  C18 1.192
21 H 9.5843 -1.6986 -1.0972  C1 1.113
22 H 7.8077 -2.1082 -0.9249  C1 1.124
23 H 8.2847 -0.3869 -1.3072  C1 1.113
24 H 8.1889 -0.9512 -5.2826  C5 1.116
25 H 7.4370 0.3936 -4.2939  C5 1.121
26 H 5.6453 -1.8307 -5.4408  C6 1.110
27 H 6.2061 -0.5373 -6.5319  C6 1.125
28 H 3.8882 -0.1108 -5.4716  C7 1.124
29 H 5.0591 1.2483 -5.4885  C7 1.115
30 H 5.4655 -0.0255 -2.8353  C8 1.118
31 H 4.6989 1.5319 -3.2629  C8 1.124
32 H 2.7312 1.8627 -1.8189  C10 1.107
33 H 0.6027 0.7666 -0.9500  C11 1.117
34 H -0.0470 -1.4535 -1.4845  N12 1.027
35 H 4.6466 -2.2523 -3.6453  C15 1.114
36 H 3.4149 -2.2539 -4.9817  C15 1.125
37 H 2.1321 -4.1479 -3.5241  C16 1.111
38 H 3.6484 -4.1725 -2.5543  C16 1.120
39 H 5.7893 -5.4679 -6.5467  C19 1.118
40 H 6.8238 -4.1438 -5.8189  C19 1.115
41 H 5.2144 -3.6999 -6.5409  C19 1.115
42 O -2.5560 -1.7692 0.7783  P43 1.520
43 P -3.3060 -2.7239 1.6920  O42 1.520, O44 1.650, O47 1.657, O50 1.669
44 O -4.1481 -1.6031 2.5622  P43 1.650, C45 1.428
45 C -5.0275 -0.7220 1.8634  O44 1.428, C46 1.517, H53 1.093, H54 1.092
46 C -6.3586 -1.3879 1.5675  C45 1.517, H55 1.094, H56 1.092, H57 1.091
47 O -2.0323 -3.0230 2.7084  P43 1.657, C48 1.423
48 C -0.7073 -3.0517 2.1917  O47 1.423, C49 1.516, H58 1.092, H59 1.092
49 C 0.0116 -1.7635 2.5412  C48 1.516, H60 1.092, H61 1.094, H62 1.091
50 O -4.1285 -3.9814 2.4186  P43 1.669, C51 1.437
51 C -4.2351 -4.0971 3.8465  O50 1.437, C52 1.517, H63 1.088, H64 1.092
52 C -5.5960 -3.6495 4.3460  C51 1.517, H65 1.091, H66 1.091, H67 1.091
53 H -4.5704 -0.3683 0.9361  C45 1.093
54 H -5.1854 0.1511 2.5000  C45 1.092
55 H -6.2186 -2.3372 1.0423  C46 1.094
56 H -6.9868 -0.7367 0.9568  C46 1.092
57 H -6.8944 -1.6078 2.4918  C46 1.091
58 H -0.7139 -3.2275 1.1140  C48 1.092
59 H -0.1920 -3.8983 2.6510  C48 1.092
60 H -0.5657 -0.8832 2.2502  C49 1.092
61 H 0.9879 -1.7198 2.0502  C49 1.094
62 H 0.1593 -1.6985 3.6202  C49 1.091
63 H -3.4490 -3.5637 4.3760  C51 1.088
64 H -4.1099 -5.1585 4.0711  C51 1.092
65 H -5.6509 -2.5609 4.3931  C52 1.091
66 H -5.7710 -4.0240 5.3556  C52 1.091
67 H -6.3931 -3.9919 3.6852  C52 1.091
68 O -5.2321 6.1344 4.7547  P69 1.513
69 P -5.1149 5.1966 3.5734  O68 1.513, O70 1.656, O73 1.654, O76 1.677
70 O -3.5825 4.6434 3.8692  P69 1.656, C71 1.426
71 C -3.3301 3.9889 5.1108  O70 1.426, C72 1.519, H79 1.092, H80 1.092
72 C -3.7735 2.5370 5.0733  C71 1.519, H81 1.094, H82 1.092, H83 1.092
73 O -4.8167 6.3692 2.4464  P69 1.654, C74 1.431
74 C -5.4297 7.6567 2.5640  O73 1.431, C75 1.515, H84 1.091, H85 1.093
75 C -4.4278 8.6655 3.0882  C74 1.515, H86 1.091, H87 1.092, H88 1.092
76 O -5.3084 4.1017 2.3174  P69 1.677, C77 1.429
77 C -4.3549 3.9903 1.2594  O76 1.429, C78 1.518, H89 1.088, H90 1.093
78 C -3.4540 2.7822 1.4425  C77 1.518, H91 1.091, H92 1.092, H93 1.089
79 H -3.8237 4.5110 5.9336  C71 1.092
80 H -2.2544 4.0429 5.2923  C71 1.092
81 H -4.8190 2.4503 4.7639  C72 1.094
82 H -3.6574 2.0739 6.0552  C72 1.092
83 H -3.1774 1.9686 4.3568  C72 1.092
84 H -6.3165 7.6096 3.1971  C74 1.091
85 H -5.7626 7.9514 1.5661  C74 1.093
86 H -3.9422 8.3178 4.0017  C75 1.091
87 H -4.9104 9.6234 3.2916  C75 1.092
88 H -3.6345 8.8247 2.3548  C75 1.092
89 H -3.7540 4.8881 1.1312  C77 1.088
90 H -4.9360 3.8604 0.3430  C77 1.093
91 H -2.6732 2.9913 2.1755  C78 1.091
92 H -2.9538 2.5325 0.5040  C78 1.092
93 H -4.0153 1.9189 1.7976  C78 1.089

Net charge ... +1

Here are the Löwdin charges for atoms 1 to 8, given in e: number 1, C, carries 0.022; number 2, C, carries -0.493; number 3, O, carries 0.141; number 4, O, carries -0.088; number 5, C, carries -0.156; number 6, C, carries -0.162; number 7, C, carries -0.158; number 8, C, carries -0.118

=====

# 2
Computed, not measured: 4 unconnected molecules or ions with the total composition C26H52BFN6O at a distorted geometry, with ωB97M-V/def2-TZVPD.

Last columns: bonded neighbours and bond lengths (Å).
Cartesian coordinates (Å):
1 N 0.7975 3.9027 2.2777  B2 1.530, H15 1.048, H16 1.048
2 B 0.0212 4.2939 1.0191  N1 1.530, O3 1.484, C4 1.677
3 O 0.6062 5.1519 -0.0407  B2 1.484, H17 1.002
4 C -1.5521 3.7175 0.9506  B2 1.677, C5 1.627, N14 1.503
5 C -1.7972 2.4030 0.0237  C4 1.627, N6 1.502, H18 1.184
6 N -3.1481 1.7566 -0.0946  C5 1.502, C7 1.502
7 C -4.2096 2.4470 0.7138  N6 1.502, C8 1.665, C13 1.627
8 C -5.7336 1.7786 0.6721  C7 1.665, C9 1.645, H19 1.193
9 C -6.9940 2.4523 1.4857  C8 1.645, F10 1.487, C11 1.640
10 F -8.3331 1.8142 1.3832  C9 1.487
11 C -6.6927 3.8135 2.3501  C9 1.640, C12 1.641, H20 1.180
12 C -5.1829 4.4536 2.4090  C11 1.641, C13 1.672, H21 1.192
13 C -3.8919 3.7843 1.5847  C7 1.627, C12 1.672, N14 1.503
14 N -2.5698 4.4795 1.7521  C4 1.503, C13 1.503
15 H 1.6323 4.5241 2.4003  N1 1.048
16 H 1.0647 2.8926 2.1929  N1 1.048
17 H 1.4961 4.7852 -0.3203  O3 1.002
18 H -0.9003 1.9256 -0.5833  C5 1.184
19 H -5.8932 0.7793 0.0412  C8 1.193
20 H -7.5531 4.3382 2.9634  C11 1.180
21 H -4.9819 5.4447 3.0400  C12 1.192
22 C 4.9402 6.1651 6.1796  C23 1.527, H29 1.095, H30 1.095, H31 1.094
23 C 4.2095 7.2544 5.3987  C22 1.527, N24 1.465, H32 1.098, H33 1.095
24 N 2.8191 6.9222 5.0789  C23 1.465, C25 1.466, C27 1.464
25 C 2.2183 7.8249 4.0925  N24 1.466, C26 1.526, H34 1.098, H35 1.098
26 C 2.0447 9.2874 4.4907  C25 1.526, H36 1.090, H37 1.096, H38 1.093
27 C 1.9577 6.5736 6.2106  N24 1.464, C28 1.525, H39 1.097, H40 1.098
28 C 1.8062 7.6009 7.3276  C27 1.525, H41 1.093, H42 1.096, H43 1.092
29 H 4.8904 5.2028 5.6600  C22 1.095
30 H 5.9964 6.4322 6.2898  C22 1.095
31 H 4.5299 6.0405 7.1864  C22 1.094
32 H 4.7632 7.3953 4.4613  C23 1.098
33 H 4.2837 8.1971 5.9507  C23 1.095
34 H 1.2439 7.4271 3.7797  C25 1.098
35 H 2.8345 7.7924 3.1842  C25 1.098
36 H 1.2218 9.4196 5.1937  C26 1.090
37 H 1.8010 9.8802 3.6012  C26 1.096
38 H 2.9533 9.7129 4.9244  C26 1.093
39 H 2.3351 5.6445 6.6551  C27 1.097
40 H 0.9590 6.3044 5.8423  C27 1.098
41 H 2.7602 8.0432 7.6259  C28 1.093
42 H 1.3819 7.1178 8.2148  C28 1.096
43 H 1.1217 8.4040 7.0475  C28 1.092
44 C -2.4360 -1.4872 0.0133  C45 1.527, H51 1.095, H52 1.095, H53 1.094
45 C -2.5104 -1.8078 -1.4774  C44 1.527, N46 1.465, H54 1.098, H55 1.095
46 N -1.2061 -2.0592 -2.0948  C45 1.465, C47 1.466, C49 1.464
47 C -1.2503 -2.0758 -3.5598  N46 1.466, C48 1.526, H56 1.098, H57 1.098
48 C -2.0640 -3.1805 -4.2269  C47 1.526, H58 1.090, H59 1.096, H60 1.093
49 C -0.3901 -3.1107 -1.4840  N46 1.464, C50 1.525, H61 1.097, H62 1.098
50 C -0.9907 -4.5095 -1.3930  C49 1.525, H63 1.093, H64 1.096, H65 1.092
51 H -1.7578 -0.6497 0.2060  C44 1.095
52 H -3.4280 -1.2071 0.3829  C44 1.095
53 H -2.1025 -2.3491 0.5993  C44 1.094
54 H -2.9693 -0.9374 -1.9643  C45 1.098
55 H -3.1971 -2.6476 -1.6258  C45 1.095
56 H -0.2266 -2.1047 -3.9556  C47 1.098
57 H -1.6500 -1.1104 -3.8976  C47 1.098
58 H -1.5548 -4.1434 -4.1770  C48 1.090
59 H -2.1947 -2.9450 -5.2897  C48 1.096
60 H -3.0619 -3.2843 -3.7931  C48 1.093
61 H -0.1228 -2.7912 -0.4692  C49 1.097
62 H 0.5747 -3.1751 -2.0041  C49 1.098
63 H -2.0259 -4.5020 -1.0423  C50 1.093
64 H -0.4126 -5.1111 -0.6827  C50 1.096
65 H -0.9511 -5.0292 -2.3524  C50 1.092
66 C 2.8919 -9.6418 -6.2548  C67 1.527, H73 1.095, H74 1.095, H75 1.094
67 C 2.7660 -8.8009 -4.9869  C66 1.527, N68 1.465, H76 1.098, H77 1.095
68 N 2.1796 -7.4773 -5.2101  C67 1.465, C69 1.466, C71 1.464
69 C 2.3281 -6.5753 -4.0643  N68 1.466, C70 1.526, H78 1.098, H79 1.098
70 C 1.6122 -6.9555 -2.7718  C69 1.526, H80 1.090, H81 1.096, H82 1.093
71 C 0.8671 -7.4494 -5.8591  N68 1.464, C72 1.525, H83 1.097, H84 1.098
72 C -0.2714 -8.2090 -5.1863  C71 1.525, H85 1.093, H86 1.096, H87 1.092
73 H 3.4474 -9.1073 -7.0322  C66 1.095
74 H 3.4321 -10.5683 -6.0337  C66 1.095
75 H 1.9135 -9.9239 -6.6555  C66 1.094
76 H 3.7820 -8.6743 -4.5907  C67 1.098
77 H 2.2066 -9.3704 -4.2376  C67 1.095
78 H 2.0175 -5.5628 -4.3541  C69 1.098
79 H 3.3996 -6.4828 -3.8428  C69 1.098
80 H 0.5379 -6.7815 -2.8390  C70 1.090
81 H 1.9847 -6.3300 -1.9520  C70 1.096
82 H 1.7857 -7.9970 -2.4891  C70 1.093
83 H 0.9797 -7.8418 -6.8772  C71 1.097
84 H 0.5543 -6.4078 -6.0098  C71 1.098
85 H 0.0273 -9.2051 -4.8496  C72 1.093
86 H -1.0945 -8.3411 -5.8974  C72 1.096
87 H -0.6756 -7.6592 -4.3340  C72 1.092

Structure (SMILES) ... NB(O)c1cnc2cc(F)ccc2n1.CCN(CC)CC.CCN(CC)CC.CCN(CC)CC

Here are the Löwdin charges for atoms 1 to 8, given in e: number 1, N, carries 0.107; number 2, B, carries -0.416; number 3, O, carries 0.022; number 4, C, carries -0.073; number 5, C, carries -0.017; number 6, N, carries 0.039; number 7, C, carries -0.137; number 8, C, carries 0.051

=====

# 3
Computed, not measured: 3 unconnected molecules or ions with the total composition C26H52BrClN9O7S at a distorted geometry, with ωB97M-V/def2-TZVPD.

Last columns: bonded neighbours and bond lengths (Å).
Cartesian coordinates (Å):
1 C -5.3294 2.6248 3.2489  C2 1.643, H28 1.191, H29 1.170, H30 1.193
2 C -6.2083 1.3725 2.6489  C1 1.643, Cl3 1.890, C4 1.641, H31 1.172
3 Cl -7.9257 2.0812 2.3029  C2 1.890
4 C -5.6724 0.7827 1.2147  C2 1.641, C5 1.639, H32 1.186, H33 1.182
5 C -4.1329 0.2192 1.2268  C4 1.639, N6 1.533, N23 1.514
6 N -3.2411 0.6107 0.0426  C5 1.533, C7 1.537
7 C -1.9247 -0.1173 0.3598  N6 1.537, N8 1.372, N19 1.511
8 N -0.8114 -0.1052 -0.4418  C7 1.372, C9 1.512, H34 1.062
9 C 0.4909 -0.8340 -0.2018  N8 1.512, C10 1.673, H35 1.170, H36 1.194
10 C 1.6656 0.1892 0.4076  C9 1.673, C11 1.657, H37 1.170, H38 1.194
11 C 3.1496 -0.2784 -0.1616  C10 1.657, C12 1.662, H39 1.193, H40 1.187
12 C 3.9969 0.9657 -0.8666  C11 1.662, S13 1.911, H41 1.174, H42 1.177
13 S 5.5812 0.1832 -1.5932  C12 1.911, C14 1.888
14 C 6.9714 1.4599 -1.6499  S13 1.888, N15 1.543, O18 1.476
15 N 6.9578 2.8420 -2.3355  C14 1.543, N16 1.396
16 N 8.2244 3.3376 -2.0188  N15 1.396, C17 1.523
17 C 9.0517 2.3561 -1.1994  N16 1.523, O18 1.481, H43 1.182
18 O 8.2363 1.1431 -0.9592  C14 1.476, C17 1.481
19 N -2.0668 -0.8355 1.6817  C7 1.511, O20 1.343, N23 1.413
20 O -1.2230 -1.5763 2.4192  N19 1.343, N21 1.372
21 N -1.4801 -2.8582 2.0048  O20 1.372, O22 1.220
22 O -0.5711 -3.6055 2.3278  N21 1.220
23 N -3.3705 -0.6581 2.1966  C5 1.514, N19 1.413, C24 1.518
24 C -3.9180 -1.2559 3.4796  N23 1.518, C25 1.642, H44 1.188, H45 1.194
25 C -3.2173 -0.6939 4.8536  C24 1.642, C26 1.653, Br27 2.000, H46 1.194
26 C -2.2936 -1.8127 5.6456  C25 1.653, H47 1.172, H48 1.187, H49 1.185
27 Br -2.0836 0.9369 4.6204  C25 2.000
28 H -5.7310 2.8101 4.3548  C1 1.191
29 H -4.1695 2.4721 3.2176  C1 1.170
30 H -5.6546 3.6010 2.6447  C1 1.193
31 H -6.3626 0.5658 3.4845  C2 1.172
32 H -5.7337 1.6632 0.4231  C4 1.186
33 H -6.4150 -0.0758 0.8856  C4 1.182
34 H -0.8869 0.4516 -1.3430  N8 1.062
35 H 0.4021 -1.8357 0.3957  C9 1.170
36 H 0.9023 -1.1373 -1.2808  C9 1.194
37 H 1.6154 0.2999 1.5716  C10 1.170
38 H 1.4410 1.2366 -0.1193  C10 1.194
39 H 3.0706 -1.1262 -0.9967  C11 1.193
40 H 3.8582 -0.6889 0.6979  C11 1.187
41 H 4.2974 1.8017 -0.0992  C12 1.174
42 H 3.3779 1.3895 -1.7740  C12 1.177
43 H 10.1474 2.5010 -0.7795  C17 1.182
44 H -5.1046 -1.2144 3.5223  C24 1.188
45 H -3.6580 -2.4200 3.4313  C24 1.194
46 H -4.1133 -0.4138 5.5906  C25 1.194
47 H -2.8800 -2.8242 5.7214  C26 1.172
48 H -1.2459 -2.0047 5.1225  C26 1.187
49 H -2.0362 -1.4337 6.7381  C26 1.185
50 C 8.0153 1.9082 -6.8602  O51 1.421, H59 1.093, H60 1.093, H61 1.094
51 O 7.9823 3.2876 -6.5187  C50 1.421, C52 1.433
52 C 8.5685 3.5564 -5.2387  O51 1.433, C53 1.536, H62 1.097, H63 1.095
53 C 9.8391 4.4029 -5.4091  C52 1.536, N54 1.468, H64 1.096, H65 1.095
54 N 10.9134 3.6192 -6.0312  C53 1.468, C55 1.467, H66 1.018
55 C 12.0678 4.4302 -6.4333  N54 1.467, C56 1.543, H67 1.096, H68 1.096
56 C 11.8431 5.4516 -7.5675  C55 1.543, O57 1.429, H69 1.097, H70 1.093
57 O 11.5614 4.8510 -8.8329  C56 1.429, C58 1.421
58 C 10.1845 4.5831 -9.0617  O57 1.421, H71 1.094, H72 1.092, H73 1.094
59 H 7.4718 1.7763 -7.7998  C50 1.093
60 H 9.0444 1.5710 -7.0081  C50 1.093
61 H 7.5280 1.3042 -6.0887  C50 1.094
62 H 8.7713 2.6388 -4.6734  C52 1.097
63 H 7.8338 4.1382 -4.6716  C52 1.095
64 H 10.1714 4.7578 -4.4271  C53 1.096
65 H 9.5830 5.2722 -6.0230  C53 1.095
66 H 10.5448 3.1529 -6.8570  N54 1.018
67 H 12.8414 3.7269 -6.7625  C55 1.096
68 H 12.4675 4.9482 -5.5535  C55 1.096
69 H 12.7868 5.9956 -7.7006  C56 1.097
70 H 11.0957 6.2078 -7.3121  C56 1.093
71 H 9.5265 5.3021 -8.5648  C58 1.094
72 H 9.9436 3.5659 -8.7471  C58 1.092
73 H 10.0037 4.6395 -10.1391  C58 1.094
74 C -11.5833 -3.2948 4.1955  O75 1.421, H83 1.093, H84 1.093, H85 1.094
75 O -10.6786 -3.8939 5.1138  C74 1.421, C76 1.433
76 C -10.6183 -5.3198 4.9826  O75 1.433, C77 1.536, H86 1.097, H87 1.095
77 C -9.2248 -5.7450 4.4952  C76 1.536, N78 1.468, H88 1.096, H89 1.095
78 N -9.0109 -5.3432 3.0995  C77 1.468, C79 1.467, H90 1.018
79 C -7.6239 -5.5097 2.6517  N78 1.467, C80 1.543, H91 1.096, H92 1.096
80 C -6.5624 -4.6078 3.3150  C79 1.543, O81 1.429, H93 1.097, H94 1.093
81 O -6.7142 -3.2210 3.0066  C80 1.429, C82 1.421
82 C -7.5827 -2.5165 3.8837  O81 1.421, H95 1.094, H96 1.092, H97 1.094
83 H -11.6395 -2.2262 4.4201  C74 1.093
84 H -11.2265 -3.4121 3.1690  C74 1.093
85 H -12.5842 -3.7250 4.2979  C74 1.094
86 H -11.4077 -5.7112 4.3297  C76 1.097
87 H -10.7810 -5.7354 5.9830  C76 1.095
88 H -9.1296 -6.8335 4.5776  C77 1.096
89 H -8.4834 -5.2817 5.1539  C77 1.095
90 H -9.2667 -4.3637 2.9961  N78 1.018
91 H -7.6180 -5.3005 1.5758  C79 1.096
92 H -7.3314 -6.5598 2.7695  C79 1.096
93 H -5.5893 -4.8995 2.8999  C80 1.097
94 H -6.4873 -4.7684 4.3940  C80 1.093
95 H -7.5744 -2.9207 4.9003  C82 1.094
96 H -8.5982 -2.5144 3.4832  C82 1.092
97 H -7.2494 -1.4755 3.9252  C82 1.094

Net charge ... +1

Here are the Löwdin charges for atoms 1 to 8, given in e: number 1, C, carries -0.151; number 2, C, carries -0.657; number 3, Cl, carries 0.520; number 4, C, carries -0.134; number 5, C, carries -0.039; number 6, N, carries 0.140; number 7, C, carries -0.110; number 8, N, carries 0.046

=====

Number 1: total energy -2716.0576 hartree, orbital gap 6.52 eV. Number 2: total energy -1549.9828 hartree, orbital gap 6.74 eV. Number 3: total energy -5472.8225 hartree, orbital gap 5.04 eV.